Record 1
Density functional theory data (ωB97M-V with the def2-TZVPD basis set) for a molecular structure, C24H30Br50N2O6P.

Cartesian coordinates (Å):
C1 3.166 -2.170 -0.564
C2 3.366 -0.647 -0.845
Br1 5.014 -0.513 -1.858
C3 3.366 0.086 0.521
Br2 4.835 -0.710 1.575
C4 3.351 1.658 0.501
C5 3.016 2.105 -0.953
O1 1.867 1.898 -1.405
O2 3.979 2.584 -1.585
N1 2.481 2.182 1.540
N2 2.585 1.510 2.768
C6 1.149 2.631 1.220
C7 0.191 1.510 0.857
C8 -0.606 0.901 2.168
O3 -1.100 1.782 0.933
P1 4.990 2.473 0.914
O4 5.346 2.420 2.346
O5 4.840 4.039 0.537
O6 6.203 1.876 0.040
H1 2.451 -2.553 -1.296
H2 4.093 -2.708 -0.699
H3 2.721 -2.333 0.411
H4 2.497 -0.372 -1.429
H5 2.474 -0.281 1.022
H6 1.951 0.721 2.834
H7 2.375 2.178 3.491
H8 1.098 3.343 0.398
H9 0.652 3.067 2.085
H10 0.502 0.797 0.097
H11 -0.298 -0.131 1.801
H12 -1.632 0.554 2.303
H13 5.622 4.486 0.877
H14 6.813 2.595 -0.150
C9 -1.573 -3.056 0.535
Br3 -1.192 -4.743 -0.309
Br4 -2.833 -3.218 1.973
Br5 0.051 -2.198 1.080
H15 -2.037 -2.427 -0.213
C10 -2.965 -5.301 -4.274
Br6 -1.231 -4.514 -4.092
Br7 -2.838 -7.216 -4.405
Br8 -4.152 -4.769 -2.854
H16 -3.398 -4.938 -5.196
C11 2.078 -6.160 1.176
Br9 2.475 -8.037 1.375
Br10 2.223 -5.216 2.845
Br11 3.148 -5.342 -0.196
H17 1.046 -6.088 0.862
C12 1.060 5.019 5.328
Br12 0.227 6.638 4.709
Br13 -0.200 3.560 5.430
Br14 2.598 4.580 4.263
H18 1.413 5.204 6.331
C13 -2.515 -10.423 -6.425
Br15 -4.335 -10.740 -5.876
Br16 -1.619 -12.057 -6.895
Br17 -2.410 -9.118 -7.832
H19 -1.996 -10.011 -5.570
C14 3.532 7.455 8.302
Br18 1.917 6.506 8.751
Br19 3.987 7.285 6.445
Br20 3.418 9.304 8.832
H20 4.331 7.008 8.874
C15 0.456 9.806 2.002
Br21 0.850 8.097 1.224
Br22 -0.807 9.657 3.451
Br23 2.057 10.720 2.551
H21 -0.007 10.409 1.235
C16 -2.442 -0.869 -5.641
Br24 -2.403 -0.862 -3.719
Br25 -0.961 -1.839 -6.395
Br26 -4.123 -1.534 -6.312
H22 -2.350 0.158 -5.962
C17 -6.237 -7.700 -7.476
Br27 -5.345 -6.814 -8.929
Br28 -6.416 -6.544 -5.947
Br29 -7.929 -8.437 -8.018
H23 -5.608 -8.528 -7.177
C18 -8.015 0.807 -7.006
Br30 -6.332 1.715 -6.810
Br31 -7.795 -1.099 -7.184
Br32 -9.228 1.246 -5.580
H24 -8.461 1.160 -7.924
C19 2.123 8.983 -2.436
Br33 2.291 9.127 -4.347
Br34 3.828 8.763 -1.582
Br35 1.152 10.476 -1.702
H25 1.544 8.094 -2.230
C20 -6.006 -0.176 1.748
Br36 -6.896 -1.321 0.479
Br37 -4.202 0.205 1.214
Br38 -7.006 1.434 2.076
H26 -5.958 -0.716 2.682
C21 0.115 11.028 9.697
Br39 0.372 11.847 11.420
Br40 -1.651 10.289 9.515
Br41 0.529 12.242 8.264
H27 0.813 10.206 9.628
C22 2.396 -6.618 -5.400
Br42 2.709 -5.965 -3.617
Br43 0.583 -7.216 -5.640
Br44 2.894 -5.319 -6.731
H28 3.034 -7.478 -5.540
C23 -2.919 -8.865 -0.375
Br45 -1.052 -8.678 0.059
Br46 -3.166 -9.822 -2.028
Br47 -3.910 -9.668 1.063
H29 -3.315 -7.870 -0.522
C24 3.154 -0.853 6.065
Br48 2.933 -2.560 5.199
Br49 1.829 0.401 5.480
Br50 3.193 -1.017 7.986
H30 4.117 -0.468 5.758

Kohn-Sham gap, eV: 6.316
Total charge: -1
E_tot, Eh: -130535.29676
M, g mol⁻¹: 4468.7
Highest occupied orbital energy, eV: -5.6

Record 2
Density functional theory data (ωB97M-V with the def2-TZVPD basis set) for a molecular structure, C24H30Cl3LaN7O9.

Cartesian coordinates (Å):
La1 -0.141 0.497 -0.158
O1 -0.183 2.428 4.034
C1 -0.206 1.413 3.392
O2 -0.026 1.303 2.104
C2 -0.538 0.082 4.107
N1 -0.099 -1.089 3.381
C3 1.359 -1.215 3.247
C4 2.036 -1.607 1.897
N2 2.207 -0.676 0.760
C5 2.996 -1.382 -0.277
C6 2.228 -2.090 -1.398
N3 1.071 -1.339 -1.957
C7 -0.039 -2.105 -2.517
C8 -0.807 -3.034 -1.543
N4 -1.557 -2.384 -0.471
C9 -1.502 -3.251 0.703
C10 -2.288 -1.203 2.220
C11 -2.984 -2.083 -0.787
C12 -3.339 -0.577 -0.882
O3 -4.552 -0.342 -0.953
O4 -2.391 0.261 -0.828
C13 1.610 -0.462 -3.017
C14 0.626 0.751 -3.303
O5 0.855 1.431 -4.309
O6 -0.300 0.993 -2.479
C15 2.979 0.582 1.128
C16 3.161 1.500 -0.102
O7 4.257 1.989 -0.327
O8 2.120 1.513 -0.823
H1 -1.616 0.015 4.279
H2 -0.101 0.008 5.088
H3 1.675 -2.061 3.959
H4 1.768 -0.294 3.619
H5 1.505 -2.505 1.517
H6 3.075 -1.893 2.137
H7 3.591 -2.145 0.195
H8 3.699 -0.723 -0.763
H9 1.860 -3.108 -1.009
H10 2.932 -2.285 -2.204
H11 0.313 -2.749 -3.347
H12 -0.679 -1.384 -2.986
H13 -0.102 -3.697 -1.054
H14 -1.422 -3.650 -2.208
H15 -0.540 -3.758 0.723
H16 -2.196 -4.086 0.686
H17 -2.727 -0.986 3.198
H18 -2.760 -0.710 1.352
H19 -3.630 -2.500 -0.012
H20 -3.254 -2.598 -1.716
H21 1.837 -0.990 -3.969
H22 2.569 0.001 -2.613
H23 3.991 0.240 1.500
H24 2.474 1.043 1.961
Cl1 0.012 -4.428 3.214
C17 -1.577 -3.503 3.253
Cl2 -1.776 -2.852 4.879
Cl3 -2.854 -4.731 3.035
C18 -1.591 -2.545 2.070
N5 -0.850 -1.284 2.185
N6 0.022 4.631 -4.450
C19 -0.278 5.454 -3.444
O9 -0.404 6.642 -3.591
C20 -0.590 4.877 -2.127
C21 -1.371 5.584 -1.215
C22 -1.634 5.111 0.044
C23 -1.181 3.836 0.412
N7 -0.462 3.144 -0.458
C24 -0.136 3.649 -1.654
H25 0.360 5.028 -5.303
H26 0.165 3.636 -4.338
H27 -1.701 6.570 -1.570
H28 -2.213 5.715 0.706
H29 -1.272 3.346 1.388
H30 0.519 3.028 -2.213

Kohn-Sham gap, eV: 7.862
Total charge: -1
E_tot, Eh: -3405.45826
M, g mol⁻¹: 805.8
Energy relative to the best compared isomer or geometry (same formula, charge and spin), eV: 0.903
Highest occupied orbital energy, eV: -6.1

Record 3
Density functional theory data (ωB97M-V with the def2-TZVPD basis set) for a molecular structure, C24H30FHgN2SSb2.

Cartesian coordinates (Å):
Hg1 0.148 -0.746 -2.647
C1 5.555 0.215 -0.995
Sb1 3.487 -0.370 -1.139
C2 3.839 -1.817 -2.690
C3 3.566 -1.851 0.457
C4 3.446 -1.227 1.812
C5 4.528 -0.492 2.304
C6 4.477 0.167 3.520
C7 3.320 0.099 4.282
C8 2.248 -0.644 3.819
C9 2.287 -1.321 2.598
C10 1.093 -2.122 2.184
Sb2 -0.152 -1.079 0.743
C11 -0.553 0.596 2.026
C12 -1.928 -2.183 1.228
H1 6.180 -0.661 -0.820
H2 5.700 0.937 -0.193
H3 5.851 0.680 -1.935
H4 4.803 -2.302 -2.539
H5 3.825 -1.331 -3.665
H6 3.046 -2.564 -2.669
H7 4.524 -2.363 0.349
H8 2.779 -2.573 0.246
H9 5.433 -0.443 1.710
H10 5.335 0.728 3.868
H11 3.259 0.603 5.238
H12 1.354 -0.724 4.427
H13 0.457 -2.320 3.048
H14 1.364 -3.084 1.747
H15 -1.010 0.259 2.957
H16 -1.221 1.297 1.527
H17 0.386 1.101 2.247
H18 -2.047 -2.246 2.310
H19 -1.855 -3.189 0.815
H20 -2.799 -1.692 0.797
F1 -1.176 5.418 -2.300
C13 -0.837 4.114 -2.413
C14 -1.372 3.374 -3.448
C15 -1.024 2.032 -3.549
C16 -0.156 1.440 -2.636
C17 0.369 2.224 -1.616
C18 0.032 3.569 -1.490
H21 -2.049 3.843 -4.150
H22 -1.461 1.445 -4.349
H23 1.054 1.790 -0.894
H24 0.434 4.187 -0.698
N1 -6.787 0.889 0.873
C19 -6.629 -0.060 -0.062
S1 -7.879 -1.024 -0.523
C20 -5.257 -0.170 -0.651
C21 -4.310 0.845 -0.540
C22 -3.057 0.666 -1.106
N2 -2.699 -0.440 -1.747
C23 -3.608 -1.405 -1.867
C24 -4.888 -1.314 -1.349
H25 -7.693 0.991 1.296
H26 -6.020 1.425 1.237
H27 -4.515 1.792 -0.060
H28 -2.306 1.449 -1.051
H29 -3.293 -2.298 -2.397
H30 -5.598 -2.120 -1.469

Kohn-Sham gap (alpha / beta), eV: 6.170 / 7.336
Total charge: 0
E_tot, Eh: -2173.91031
M, g mol⁻¹: 841.7
Energy relative to the best compared isomer or geometry (same formula, charge and spin), eV: 0.061
Highest occupied orbital energy (alpha / beta), eV: -6.8 / -8.1
Spin multiplicity: 2

Record 4
Density functional theory data (ωB97M-V with the def2-TZVPD basis set) for a molecular structure, C24H30FeNO5S.

Cartesian coordinates (Å):
C1 -0.142 -0.206 -3.273
C2 -0.637 -1.189 -2.184
C3 -0.313 1.218 -2.713
C4 -1.405 1.069 -1.642
H1 -0.587 1.910 -3.514
H2 0.626 1.555 -2.258
C5 -1.069 -0.326 -0.991
H3 0.155 -1.903 -1.942
H4 -1.510 -1.745 -2.556
C6 0.073 -0.220 0.045
H5 -1.969 -0.726 -0.501
H6 -2.362 0.926 -2.174
C7 -1.578 2.203 -0.730
C8 1.326 -0.346 -3.644
C9 -0.994 -0.363 -4.554
O1 -1.786 0.495 -4.889
O2 2.153 -0.921 -2.938
O3 1.638 0.254 -4.802
O4 -0.884 -1.491 -5.288
C10 0.050 -2.573 -5.051
H7 0.141 -2.848 -3.990
H8 1.029 -2.308 -5.473
H9 -0.368 -3.411 -5.614
C11 3.039 0.254 -5.101
H10 3.606 0.776 -4.318
H11 3.130 0.778 -6.051
H12 3.424 -0.770 -5.186
O5 -0.359 0.252 1.285
H13 0.879 0.421 -0.371
H14 0.568 -1.214 0.153
C12 -2.940 2.546 -0.316
C13 -0.455 3.054 -0.346
H15 -0.011 3.596 -1.200
H16 0.349 2.480 0.138
H17 -0.797 3.802 0.380
H18 -2.948 2.908 0.718
H19 -3.607 1.680 -0.395
H20 -3.364 3.350 -0.943
Fe1 0.024 0.030 3.109
C14 -1.814 -1.012 4.655
C15 -2.297 -0.868 3.320
C16 -1.573 -1.773 2.489
H21 -3.121 -0.215 3.034
C17 -0.557 -2.394 3.289
C18 -0.723 -1.945 4.640
H22 -0.158 -2.314 5.502
H23 -2.301 -0.576 5.535
H24 -1.828 -2.055 1.473
H25 0.153 -3.144 2.966
C19 2.022 1.374 3.575
C20 2.199 0.260 4.463
C21 2.209 -0.936 3.674
H26 2.455 0.304 5.505
C22 2.229 -0.545 2.295
C23 2.128 0.890 2.236
H27 2.254 1.508 1.350
H28 1.865 2.410 3.857
H29 2.279 -1.949 4.051
H30 2.471 -1.202 1.465
S1 0.044 0.043 8.007
C24 -0.012 0.432 6.452
N1 -0.045 0.708 5.286

Kohn-Sham gap (alpha / beta), eV: 3.751 / 3.805
Total charge: -2
E_tot, Eh: -3025.24615
M, g mol⁻¹: 500.4
Highest occupied orbital energy (alpha / beta), eV: 0.0 / -0.1
Spin multiplicity: 6

Record 5
Density functional theory data (ωB97M-V with the def2-TZVPD basis set) for a molecular structure, C24H30GaNO5Se.

Cartesian coordinates (Å):
C1 -0.638 -5.136 -5.075
C2 -0.336 -3.699 -4.600
C3 -0.289 -6.099 -3.930
C4 0.549 -5.286 -2.875
H1 0.303 -6.924 -4.343
H2 -1.208 -6.520 -3.501
C5 0.790 -3.840 -3.600
H3 -1.244 -3.296 -4.130
H4 -0.044 -3.068 -5.453
C6 1.267 -2.508 -2.956
H5 1.663 -4.125 -4.223
H6 1.547 -5.762 -2.813
C7 -0.032 -5.371 -1.562
C8 -2.075 -5.248 -5.565
C9 0.101 -5.543 -6.356
O1 0.604 -6.639 -6.556
O2 -3.014 -4.619 -5.094
O3 -2.219 -6.101 -6.592
O4 0.167 -4.574 -7.281
C10 0.753 -5.047 -8.502
H7 0.703 -4.207 -9.195
H8 0.177 -5.902 -8.875
H9 1.787 -5.363 -8.324
C11 -3.559 -6.208 -7.083
H10 -4.258 -6.453 -6.273
H11 -3.524 -7.010 -7.819
H12 -3.860 -5.267 -7.563
O5 0.529 -1.775 -1.983
H13 1.321 -1.798 -3.783
H14 2.306 -2.613 -2.606
C12 0.830 -5.531 -0.370
C13 -1.472 -5.056 -1.368
H15 -2.044 -5.994 -1.238
H16 -1.936 -4.534 -2.222
H17 -1.660 -4.428 -0.468
H18 0.430 -4.994 0.508
H19 1.843 -5.130 -0.546
H20 0.931 -6.607 -0.123
Ga1 -0.100 -1.937 -0.376
C14 2.325 0.671 0.537
C15 2.815 -0.243 -0.439
C16 2.450 0.263 -1.720
H21 3.391 -1.149 -0.248
C17 1.718 1.460 -1.530
C18 1.621 1.703 -0.134
H22 1.130 2.556 0.345
H23 2.516 0.617 1.610
H24 2.698 -0.188 -2.682
H25 1.277 2.064 -2.324
C19 -2.345 -0.414 0.359
C20 -1.960 0.941 0.321
C21 -1.493 1.240 -1.005
H26 -2.048 1.652 1.139
C22 -1.551 0.080 -1.774
C23 -2.059 -1.012 -0.946
H27 -2.564 -1.902 -1.337
H28 -2.853 -0.925 1.170
H29 -1.184 2.228 -1.349
H30 -1.276 -0.022 -2.826
Se1 0.075 0.533 3.721
C24 0.154 -0.573 2.361
N1 0.258 -1.290 1.393

Kohn-Sham gap (alpha / beta), eV: 3.344 / 3.128
Total charge: -2
E_tot, Eh: -5689.52052
M, g mol⁻¹: 561.2
Energy relative to the best compared isomer or geometry (same formula, charge and spin), eV: 0.181
Highest occupied orbital energy (alpha / beta), eV: 0.2 / 0.5

Record 6
Density functional theory data (ωB97M-V with the def2-TZVPD basis set) for C24H30N2O5 in the gas phase.

Cartesian coordinates (Å):
C1 2.599 4.826 1.635
C2 1.120 4.245 1.078
C3 0.380 3.884 2.359
O1 0.952 3.007 3.070
C4 1.092 1.593 2.606
C5 1.845 0.462 3.088
C6 1.726 -0.707 2.835
C7 1.119 -1.038 1.559
C8 0.374 -0.078 0.832
C9 -0.400 -0.442 -0.395
C10 -1.762 -0.711 -0.020
C11 -2.366 -1.558 0.780
O2 -1.601 -2.808 1.046
C12 -3.597 -1.451 1.452
C13 -4.362 -2.307 2.247
C14 -5.621 -1.344 2.344
C15 -5.354 -0.162 2.197
O3 -4.174 0.035 1.669
C16 -2.563 0.215 -0.958
O4 -3.759 0.530 -1.159
C17 -1.490 1.026 -1.545
O5 -1.662 1.805 -2.461
N1 -0.148 0.433 -1.257
C18 0.973 0.655 -2.048
C19 1.254 -0.538 -3.233
N2 1.172 -1.613 -2.674
C20 0.425 -2.804 -3.040
C21 0.089 -3.904 -2.369
C22 2.677 -2.218 -2.561
C23 3.302 -1.540 -1.374
C24 0.478 1.178 1.557
H1 3.058 5.140 0.730
H2 2.459 5.533 2.435
H3 3.060 4.223 2.131
H4 1.505 3.512 0.467
H5 0.683 5.033 0.573
H6 -0.516 3.379 2.116
H7 0.365 4.763 3.083
H8 2.343 0.932 3.970
H9 2.227 -1.282 3.430
H10 1.119 -2.220 1.280
H11 0.001 -1.524 -0.561
H12 -4.365 -3.274 2.393
H13 -6.306 -1.724 3.281
H14 -5.826 0.704 2.200
H15 -3.799 1.357 -1.823
H16 1.777 0.818 -1.218
H17 0.941 1.739 -2.471
H18 0.414 -0.279 -3.922
H19 1.993 -0.178 -3.700
H20 -0.558 -2.085 -3.445
H21 0.752 -2.903 -4.043
H22 0.741 -4.549 -1.956
H23 -0.613 -4.528 -2.745
H24 -0.383 -3.423 -1.331
H25 3.258 -2.290 -3.469
H26 2.467 -3.314 -2.195
H27 2.860 -1.444 -0.364
H28 4.256 -2.056 -1.130
H29 3.664 -0.532 -1.908
H30 -0.292 1.802 0.935

Kohn-Sham gap, eV: 6.269
Total charge: 0
E_tot, Eh: -1417.43601
M, g mol⁻¹: 426.5
Energy relative to the best compared isomer or geometry (same formula, charge and spin), eV: 24.683
Highest occupied orbital energy, eV: -7.7
SMILES: CCCOc1cccc([C@H]2C(C(=O)c3ccco3)=C(O)C(=O)N2CCN(CC)CC)c1

Record 7
Density functional theory data (ωB97M-V with the def2-TZVPD basis set) for C24H30N2O6 in the gas phase.

Cartesian coordinates (Å):
C1 3.031 2.724 1.613
O1 2.793 3.179 0.299
C2 1.633 2.825 -0.305
C3 1.494 3.247 -1.630
C4 0.358 2.920 -2.353
O2 0.133 3.275 -3.645
C5 1.118 4.023 -4.319
C6 -0.655 2.166 -1.754
C7 -0.524 1.760 -0.437
C8 -1.525 0.917 0.267
O3 -1.258 0.345 1.320
N1 -2.732 0.772 -0.302
C9 -3.763 -0.005 0.345
C10 -3.181 -1.239 1.043
O4 -3.543 -1.590 2.133
O5 -2.346 -1.931 0.263
C11 -1.798 -3.136 0.794
C12 -0.264 -3.168 0.727
O6 0.321 -4.205 0.496
N2 0.311 -1.980 0.967
C13 1.697 -1.707 0.871
C14 2.114 -0.767 -0.062
C15 3.447 -0.422 -0.166
C16 4.391 -1.019 0.659
C17 5.843 -0.663 0.549
C18 3.962 -1.966 1.580
C19 2.627 -2.323 1.710
C20 2.196 -3.328 2.729
C21 -4.871 -0.426 -0.643
C22 -5.774 0.764 -0.966
C23 -4.307 -1.038 -1.924
C24 0.619 2.091 0.292
H1 4.020 3.095 1.876
H2 2.295 3.126 2.315
H3 3.027 1.631 1.662
H4 2.302 3.817 -2.056
H5 1.287 4.990 -3.835
H6 2.063 3.476 -4.381
H7 0.728 4.185 -5.322
H8 -1.500 1.904 -2.370
H9 -2.982 1.294 -1.125
H10 -4.222 0.584 1.154
H11 -2.184 -3.978 0.211
H12 -2.116 -3.244 1.838
H13 -0.288 -1.167 1.100
H14 1.382 -0.307 -0.709
H15 3.754 0.316 -0.894
H16 6.329 -0.708 1.521
H17 5.967 0.335 0.136
H18 6.349 -1.368 -0.112
H19 4.691 -2.435 2.226
H20 1.364 -2.941 3.316
H21 1.852 -4.232 2.228
H22 3.016 -3.582 3.395
H23 -5.473 -1.181 -0.128
H24 -5.218 1.562 -1.454
H25 -6.226 1.163 -0.062
H26 -6.571 0.452 -1.637
H27 -3.829 -0.285 -2.545
H28 -3.575 -1.808 -1.697
H29 -5.112 -1.486 -2.502
H30 0.685 1.742 1.309

Kohn-Sham gap, eV: 8.795
Total charge: 0
E_tot, Eh: -1493.54777
M, g mol⁻¹: 442.5
Energy relative to the best compared isomer or geometry (same formula, charge and spin), eV: 0.802
Highest occupied orbital energy, eV: -8.5
SMILES: COc1cc(OC)cc(C(=O)N[C@H](C(=O)OCC(=O)Nc2ccc(C)cc2C)C(C)C)c1